A 2-piece molecular cluster, C3H10NPS2 overall in a non-equilibrium geometry, computed with ωB97M-V/def2-TZVPD.

```
! RIJCOSX wB97M-V def2-TZVPD def2/J DEFGRID3
* xyz 0 1
C 2.48 -0.01 0.33
C -1.32 -2.02 -1.02
C 2.46 0.84 -0.72
N -0.87 1.34 1.87
P -0.83 0.51 0.23
S -2.57 1.34 -0.76
S -1.54 -1.42 0.64
H 1.79 -0.88 0.54
H 3.38 0.01 0.99
H -2.75 2.35 0.00
H -0.53 -1.48 -1.46
H -2.19 -1.71 -1.71
H -1.01 -3.07 -1.23
H 1.62 0.81 -1.33
H 3.37 1.40 -0.97
H -1.55 0.82 2.42
H 0.07 1.18 2.18
*
```

Values from the calculation:
LUMO energy (eV): 0.62
HOMO level (eV): -8.58
ΔE to the lowest compared entry with this formula, charge and spin (kcal/mol): 44.0
HOMO-LUMO gap (eV): 9.2
SMILES string: CSP(N)S.C=C

***

An isolated ion of composition C8H8N3O2 and charge -1 in a non-equilibrium geometry, computed with ωB97M-V/def2-TZVPD.

```
! RIJCOSX wB97M-V def2-TZVPD def2/J DEFGRID3
* xyz -1 3
C 1.92 -0.66 0.96
C 2.40 -1.74 0.22
C 0.59 -1.84 -1.07
C 0.04 -0.69 -0.45
C 0.71 -0.12 0.61
C -2.54 -0.69 0.15
C -1.27 0.02 -0.64
C -0.36 2.64 -0.37
N 1.80 -2.32 -0.74
N 0.05 0.95 1.28
N -0.89 1.48 0.25
O -3.47 -0.91 -0.57
O -2.35 -0.86 1.36
H 2.43 -0.26 1.70
H 3.33 -2.21 0.36
H 0.24 -2.49 -1.88
H -1.37 0.40 -1.72
H 0.35 2.99 0.25
H 0.15 2.35 -1.34
H -1.26 3.36 -0.45
H -0.50 0.61 2.08
*
```

Values from the calculation:
<S²>: 2.02
LUMO energy (spin up / spin down) (eV): 3.74 / 0.65
HOMO level (spin up / spin down) (eV): -1.21 / -4.80
HOMO-LUMO gap (spin up / spin down) (eV): 4.9 / 5.5

***

C6H9CsO4 as an isolated structure in a non-equilibrium geometry, computed with ωB97M-V/def2-TZVPD.

```
! RIJCOSX wB97M-V def2-TZVPD def2/J DEFGRID3
* xyz 0 1
O 0.16 0.69 1.90
C -0.21 -0.47 1.60
O 0.18 -1.08 0.58
O -1.39 -0.82 2.18
C -2.67 -0.48 1.64
Cs 3.57 1.24 0.01
H -2.27 -0.09 0.69
H -2.95 0.13 2.52
C -4.10 -1.58 2.17
C -4.60 -1.71 0.83
H -3.59 -2.43 2.63
H -4.80 -1.07 2.85
H -4.90 -2.72 0.51
C -4.09 -0.85 -0.13
C -3.97 -1.35 -1.55
O -3.25 -0.39 -2.31
H -4.25 0.23 -0.07
H -4.98 -1.49 -1.97
H -3.47 -2.33 -1.56
H -2.54 -0.84 -2.77
*
```

Values from the calculation:
LUMO energy (eV): -1.25
HOMO level (eV): -6.39
HOMO-LUMO gap (eV): 5.1

***

An isolated ion of composition C5H14N3 and charge +1 in a non-equilibrium geometry, computed with ωB97M-V/def2-TZVPD.

```
! RIJCOSX wB97M-V def2-TZVPD def2/J DEFGRID3
* xyz 1 1
C 1.58 -0.85 -0.68
C 1.85 0.53 -0.19
C 0.65 0.98 0.80
C -0.72 0.29 0.39
C -1.34 -0.72 1.11
N -2.59 -1.49 0.87
N -1.52 0.93 -0.53
N 1.85 1.47 -1.26
H 1.49 -1.42 0.23
H 0.69 -0.93 -1.31
H 2.45 -1.34 -1.16
H 2.71 0.74 0.30
H 0.44 2.07 0.49
H 1.07 0.89 1.77
H -0.77 -1.18 1.93
H -2.44 -2.45 0.59
H -3.21 -0.99 0.31
H -3.12 -1.62 1.82
H -0.96 1.62 -1.09
H -2.33 0.43 -0.87
H 2.80 1.94 -1.40
H 1.43 1.09 -2.12
*
```

Values from the calculation:
LUMO energy (eV): -3.72
HOMO level (eV): -12.04
ΔE to the lowest compared entry with this formula, charge and spin (kcal/mol): 75.1
HOMO-LUMO gap (eV): 8.3
SMILES string: C[C@@H](N)C/C(N)=C/[NH3+]

***

C3H6N2O as an isolated structure in a non-equilibrium geometry, computed with ωB97M-V/def2-TZVPD.

```
! RIJCOSX wB97M-V def2-TZVPD def2/J DEFGRID3
* xyz 0 1
C -0.71 -0.07 0.03
N -1.13 -1.38 -0.17
C 1.32 0.02 -0.01
C 0.32 0.63 -0.72
O 2.38 0.69 0.53
N -1.47 0.92 0.43
H 2.14 1.63 0.58
H -1.84 -1.72 0.46
H -0.40 -2.07 -0.28
H -2.46 0.72 0.27
H 1.57 -1.03 -0.13
H 0.27 1.67 -0.99
*
```

Values from the calculation:
LUMO energy (spin up / spin down) (eV): 0.86 / 0.86
HOMO level (spin up / spin down) (eV): -8.42 / -8.42
ΔE to the lowest compared entry with this formula, charge and spin (kcal/mol): 94.4
HOMO-LUMO gap (spin up / spin down) (eV): 9.3 / 9.3

***

C17H23F3N4O2PRhS3Se as an isolated structure, computed with ωB97M-V/def2-TZVPD.

```
! RIJCOSX wB97M-V def2-TZVPD def2/J DEFGRID3
* xyz -1 6
Rh 0.91 -0.55 1.78
F -1.62 1.62 7.24
C -1.87 0.83 6.16
F -3.23 0.84 6.04
F -1.54 -0.41 6.52
C -1.21 1.36 4.94
C -1.34 2.80 4.72
C -0.79 3.30 3.56
C -0.12 2.50 2.64
N 0.01 1.15 2.87
C -0.54 0.61 3.98
S -0.34 -1.10 3.97
H -1.83 3.42 5.44
H -0.88 4.36 3.34
H 0.26 2.87 1.70
C 0.19 1.94 -4.63
C 0.06 2.07 -3.13
O 0.96 1.13 -2.53
P 0.90 0.89 -0.93
S 2.32 -0.42 -0.51
S -0.91 0.42 -0.33
O 1.24 2.34 -0.33
C 2.57 2.76 0.03
C 3.41 3.09 -1.19
H -0.48 2.65 -5.12
H -0.07 0.93 -4.95
H 1.21 2.15 -4.94
H -0.96 1.84 -2.79
H 0.31 3.07 -2.79
H 3.03 1.98 0.63
H 2.42 3.63 0.67
H 3.56 2.19 -1.79
H 4.38 3.46 -0.87
H 2.92 3.85 -1.80
Se 3.20 -0.29 2.89
C 2.84 -0.14 4.69
N 2.65 -0.04 5.82
N 0.22 -2.64 0.94
C -0.35 -2.76 -0.06
N -0.95 -2.89 -1.22
C -0.31 -2.41 -2.45
C -0.24 -3.55 -3.45
C -1.61 -4.18 -3.66
C -2.22 -4.64 -2.34
C -2.27 -3.49 -1.34
H 0.67 -2.01 -2.19
H -0.92 -1.59 -2.84
H 0.46 -4.31 -3.08
H 0.16 -3.18 -4.40
H -1.55 -5.02 -4.36
H -2.28 -3.44 -4.12
H -1.62 -5.45 -1.91
H -3.23 -5.03 -2.49
H -2.60 -3.81 -0.36
H -2.96 -2.72 -1.70
*
```

Values from the calculation:
<S²>: 8.79
LUMO energy (spin up / spin down) (eV): 2.30 / 0.50
HOMO level (spin up / spin down) (eV): -2.04 / -5.30
ΔE to the lowest compared entry with this formula, charge and spin (kcal/mol): 4.9
HOMO-LUMO gap (spin up / spin down) (eV): 4.3 / 5.8

***

no.,E_tot (Ha)
1,-1312.74244
2,-624.21933
3,-554.89079
4,-362.85944
5,-302.54261
6,-5378.69635